This record from OMol25 describes one molecule with the formula C29H36N4O2 in a non-equilibrium geometry. The level of theory is the ωB97M-V functional and the def2-TZVPD basis.

For the molecular weight, the calculation gives 472.633 g/mol. The SMILES is C[C@H]([C@H](C=C(c1ccc(N(C)C)cc1)c1ccc(N(C)C)cc1)c1ccc(N(C)C)cc1)[N+](=O)[O-]. For the frontier orbital gap, the calculation gives 7.731 eV. For the LUMO energy, the calculation gives 0.55 eV. The total energy is -1495.9943 a.u. The value obtained for the highest occupied orbital energy is -7.2 eV. The calculation puts the energy relative to the best compared isomer or geometry (same formula, charge and spin) at 131.3 kcal/mol.

Geometry (Å):
C  -2.393  0.778  -2.735
C  -1.254  0.068  -2.043
C  -1.399  -0.096  -0.507
C  -0.132  -0.714  0.007
C  1.002  -0.039  0.333
C  2.271  -0.769  0.482
C  2.437  -2.074  -0.029
C  3.622  -2.767  0.141
C  4.748  -2.124  0.712
N  5.943  -2.804  0.862
C  7.209  -2.254  0.427
C  6.030  -4.065  1.563
C  4.613  -0.789  1.172
C  3.376  -0.170  1.127
C  1.017  1.450  0.455
C  -0.001  2.137  1.133
C  -0.031  3.522  1.147
C  1.001  4.268  0.533
N  0.950  5.665  0.501
C  1.945  6.483  1.166
C  0.119  6.371  -0.454
C  2.073  3.579  -0.072
C  2.049  2.198  -0.147
C  -2.675  -0.849  -0.134
C  -3.932  -0.278  -0.419
C  -5.103  -1.006  -0.317
C  -5.076  -2.365  0.095
N  -6.200  -3.140  0.043
C  -6.309  -4.411  0.730
C  -7.359  -2.788  -0.748
C  -3.831  -2.878  0.551
C  -2.666  -2.129  0.438
N  0.002  0.977  -2.405
O  1.105  0.440  -2.623
O  -0.221  2.203  -2.473
H  -3.210  0.076  -2.938
H  -2.740  1.616  -2.118
H  -2.040  1.188  -3.680
H  -0.980  -0.912  -2.486
H  -1.528  0.929  -0.122
H  -0.101  -1.806  -0.036
H  1.624  -2.553  -0.574
H  3.712  -3.798  -0.205
H  7.045  -1.336  -0.150
H  7.861  -2.036  1.286
H  7.727  -2.990  -0.209
H  5.044  -4.364  1.935
H  6.424  -4.849  0.903
H  6.717  -3.972  2.418
H  5.467  -0.286  1.637
H  3.255  0.800  1.615
H  -0.778  1.564  1.645
H  -0.838  4.061  1.644
H  2.570  5.857  1.812
H  2.581  7.008  0.439
H  1.446  7.243  1.785
H  -0.481  5.654  -1.025
H  -0.549  7.069  0.068
H  0.743  6.952  -1.150
H  2.872  4.150  -0.548
H  2.847  1.691  -0.692
H  -4.006  0.753  -0.763
H  -6.050  -0.540  -0.584
H  -5.554  -4.489  1.516
H  -7.303  -4.489  1.191
H  -6.189  -5.257  0.035
H  -7.170  -1.919  -1.378
H  -7.648  -3.622  -1.399
H  -8.218  -2.571  -0.102
H  -3.758  -3.894  0.940
H  -1.724  -2.560  0.778